A 2-piece molecular cluster, C7H15NO overall at a distorted geometry. Source: the OMol25 dataset; level of theory: the ωB97M-V functional and the def2-TZVPD basis.

Structure (XYZ):
```
24
C7H15NO, DFT the ωB97M-V functional and the def2-TZVPD basis
O -0.4546 -1.4121 -1.0080
N 1.4667 1.1847 0.4249
C -1.1171 -0.9539 0.1005
C -3.0343 0.2369 1.0836
C -1.5577 1.4097 -0.6258
C 1.8673 0.0447 0.0429
C 2.3407 -1.0736 0.9298
C 2.3661 -0.0604 -1.4049
C -1.8576 0.1644 0.1577
H -2.0800 2.2632 -0.1993
H 3.4126 -1.2321 0.8317
H -0.5007 1.6860 -0.6046
H 3.4541 -0.0926 -1.3924
H 1.1293 1.2224 1.3852
H -3.2303 -0.7166 1.5677
H -3.9389 0.5454 0.5585
H -1.2433 -1.7591 0.8125
H -2.8581 0.9846 1.8590
H -1.8748 1.3087 -1.6654
H 2.0180 0.7791 -1.9997
H 1.8500 -1.9974 0.6244
H 2.0394 -0.9999 -1.8472
H -0.3178 -0.6673 -1.6067
H 2.1208 -0.8647 1.9756
```

Results
HOMO energy, eV: -8.1
Multiplicity: 1
Energy relative to the best compared isomer or geometry (same formula, charge and spin), kJ/mol: 210.1
Charge: 0
F_max, eV/A: 2.46
LUMO energy, eV: 0.9
SMILES: CC(C)=CO.CC(C)=N